A molecular structure, C71H165AgF15N8O27 at a distorted geometry, computed with the ωB97M-V functional and the def2-TZVPD basis.

Atoms and positions in Å:
Ag: -3.45 0.91 -0.46
C: 5.36 -0.57 -4.56
O: 6.29 -1.56 -4.94
O: 4.12 -1.20 -4.83
C: 5.63 0.14 -3.16
F: 6.79 0.79 -3.13
F: 4.63 1.11 -2.93
F: 5.60 -0.79 -2.19
C: 7.63 -1.24 -5.24
C: 8.61 -2.06 -4.36
H: 8.39 -3.12 -4.46
H: 9.66 -1.87 -4.56
H: 8.38 -1.91 -3.31
H: 7.89 -0.19 -5.09
H: 7.71 -1.42 -6.32
H: 5.45 0.20 -5.32
C: -2.76 0.33 -3.59
O: -3.07 1.56 -2.88
O: -3.49 -0.58 -2.88
C: -2.79 0.29 -5.19
F: -3.49 1.38 -5.51
F: -1.57 0.27 -5.75
F: -3.45 -0.72 -5.86
C: -2.25 2.71 -3.08
C: -2.94 3.71 -2.11
H: -2.88 3.51 -1.04
H: -2.62 4.74 -2.29
H: -4.03 3.72 -2.21
H: -2.11 3.19 -4.05
H: -1.21 2.48 -2.86
H: -1.75 -0.05 -3.38
C: -1.24 -8.11 2.36
O: -0.48 -6.96 2.39
O: -0.44 -9.17 2.93
C: -2.68 -7.71 2.95
F: -3.43 -8.88 2.97
F: -2.61 -7.13 4.18
F: -3.39 -6.84 2.18
C: 0.26 -6.51 1.22
C: 0.98 -5.20 1.50
H: 2.01 -5.25 1.85
H: 0.99 -4.55 0.62
H: 0.49 -4.76 2.37
H: -0.24 -6.63 0.26
H: 1.07 -7.23 1.09
H: -1.52 -8.39 1.35
C: -6.99 1.63 0.71
O: -7.37 2.95 0.40
O: -5.65 1.66 1.10
C: -8.02 1.11 1.77
F: -7.79 -0.22 2.07
F: -7.98 1.80 3.00
F: -9.31 1.17 1.25
C: -7.49 3.22 -0.97
C: -7.78 4.70 -0.88
H: -6.81 5.20 -0.84
H: -8.29 5.04 -1.78
H: -8.41 4.98 -0.03
H: -8.34 2.63 -1.34
H: -6.72 3.19 -1.74
H: -7.17 0.98 -0.15
C: 5.12 -0.19 3.99
O: 4.91 0.86 3.02
O: 6.38 0.24 4.58
C: 3.92 -0.71 4.77
F: 3.59 -0.06 5.85
F: 2.73 -0.66 4.07
F: 3.93 -1.98 5.23
C: 4.05 0.48 1.90
C: 4.03 1.83 1.10
H: 3.97 2.73 1.71
H: 5.03 1.86 0.66
H: 3.40 1.75 0.22
H: 3.01 0.24 2.09
H: 4.34 -0.32 1.20
H: 5.65 -1.00 3.49
C: 0.16 0.61 -0.64
C: -0.75 -0.03 0.47
C: 0.08 -0.89 1.34
O: -1.58 0.91 1.18
H: 0.89 1.36 -0.30
H: -0.54 1.03 -1.36
H: 0.67 -0.12 -1.27
H: -1.38 -0.77 -0.04
H: -0.61 -1.33 2.06
H: 0.81 -0.28 1.88
H: 0.50 -1.72 0.76
C: -2.89 8.00 2.12
O: -4.10 7.37 1.88
C: -4.04 6.06 1.24
C: -5.25 5.24 1.66
N: -5.52 5.40 3.14
H: -4.72 5.08 3.67
H: -5.48 6.41 3.22
C: -6.70 4.51 3.74
C: -6.99 5.13 5.04
O: -7.47 6.40 4.79
C: -7.78 7.11 5.98
H: -2.15 7.47 2.71
H: -3.13 9.00 2.50
H: -2.37 8.27 1.20
H: -3.08 5.59 1.44
H: -4.07 6.31 0.18
H: -4.90 4.23 1.46
H: -6.22 5.31 1.16
H: -6.36 3.48 3.80
H: -7.50 4.62 3.00
H: -6.19 5.11 5.79
H: -7.80 4.51 5.43
H: -6.94 7.40 6.61
H: -8.46 6.63 6.67
H: -8.28 8.06 5.77
C: 3.51 3.41 4.49
O: 2.40 3.75 3.75
C: 1.19 3.59 4.51
C: 0.16 2.76 3.83
N: 0.24 3.06 2.28
H: 1.18 3.15 1.92
H: -0.06 2.19 1.87
C: -0.60 4.17 1.65
C: -0.46 4.25 0.09
O: 0.74 4.97 -0.27
C: 1.15 4.92 -1.65
H: 3.40 2.45 4.98
H: 3.72 4.17 5.24
H: 4.45 3.53 3.95
H: 0.89 4.60 4.78
H: 1.24 3.13 5.49
H: -0.92 2.79 4.01
H: 0.55 1.74 3.90
H: -0.06 4.89 2.27
H: -1.61 4.03 2.01
H: -1.22 4.89 -0.36
H: -0.43 3.20 -0.19
H: 1.94 4.18 -1.78
H: 1.38 5.95 -1.88
H: 0.36 4.74 -2.38
C: 2.76 -2.07 -0.96
O: 1.96 -2.87 -1.88
C: 1.18 -2.16 -2.78
C: 0.86 -2.84 -4.05
N: 2.05 -3.47 -4.78
H: 2.02 -3.42 -5.78
H: 2.79 -2.79 -4.62
C: 2.61 -4.83 -4.32
C: 1.78 -5.84 -3.51
O: 0.51 -5.93 -4.13
C: 0.66 -6.78 -5.21
H: 3.60 -1.54 -1.41
H: 3.11 -2.83 -0.26
H: 2.16 -1.30 -0.49
H: 1.63 -1.18 -2.95
H: 0.28 -2.04 -2.18
H: 0.72 -1.99 -4.72
H: -0.03 -3.47 -4.16
H: 3.34 -4.46 -3.61
H: 3.07 -5.21 -5.24
H: 1.53 -5.37 -2.55
H: 2.23 -6.80 -3.28
H: 1.34 -6.47 -5.99
H: -0.31 -6.75 -5.71
H: 0.84 -7.82 -4.93
C: 5.32 5.16 -0.84
O: 5.90 5.41 -2.14
C: 6.86 6.44 -2.22
C: 6.99 6.58 -3.68
N: 7.98 5.58 -4.36
H: 8.23 5.89 -5.29
H: 8.85 5.48 -3.85
C: 7.33 4.15 -4.62
C: 8.34 3.03 -5.05
O: 9.39 3.10 -4.14
C: 10.36 2.04 -4.23
H: 4.49 4.47 -0.97
H: 4.79 6.01 -0.40
H: 5.90 4.91 0.05
H: 7.77 6.32 -1.63
H: 6.45 7.34 -1.78
H: 7.45 7.55 -3.88
H: 6.09 6.56 -4.28
H: 6.72 4.51 -5.45
H: 6.91 3.90 -3.65
H: 8.66 3.11 -6.09
H: 7.73 2.12 -5.11
H: 9.80 1.14 -4.48
H: 10.82 1.91 -3.26
H: 11.08 2.17 -5.04
C: 4.54 9.28 -5.08
O: 3.42 8.77 -5.84
C: 3.64 7.75 -6.88
C: 2.27 7.28 -7.55
N: 1.04 7.41 -6.57
H: 0.97 8.30 -6.10
H: 0.17 7.29 -7.05
C: 1.02 6.50 -5.30
C: 0.57 5.08 -5.65
O: 1.66 4.11 -5.69
C: 1.41 2.91 -4.99
H: 5.49 9.33 -5.62
H: 4.65 8.67 -4.18
H: 4.31 10.23 -4.60
H: 3.96 6.89 -6.29
H: 4.43 7.98 -7.60
H: 2.44 6.31 -8.01
H: 2.24 8.06 -8.31
H: 0.22 6.98 -4.73
H: 1.98 6.61 -4.81
H: -0.11 4.97 -6.50
H: -0.07 4.80 -4.82
H: 1.20 3.08 -3.93
H: 2.34 2.34 -4.90
H: 0.63 2.27 -5.40
C: -7.29 -9.19 0.29
O: -6.10 -8.96 -0.45
C: -5.26 -7.98 0.18
C: -4.12 -7.48 -0.74
N: -4.74 -7.01 -2.07
H: -5.25 -7.79 -2.46
H: -5.35 -6.22 -1.90
C: -3.64 -6.77 -3.13
C: -2.95 -5.48 -2.89
O: -2.42 -5.35 -1.62
C: -1.55 -4.27 -1.51
H: -7.66 -8.36 0.89
H: -7.29 -9.91 1.10
H: -8.09 -9.46 -0.40
H: -4.73 -8.33 1.07
H: -5.86 -7.12 0.48
H: -3.40 -8.30 -0.83
H: -3.68 -6.65 -0.19
H: -4.36 -6.68 -3.94
H: -3.03 -7.65 -3.35
H: -3.64 -4.64 -3.03
H: -2.11 -5.43 -3.58
H: -0.62 -4.49 -2.03
H: -1.16 -4.00 -0.53
H: -1.97 -3.32 -1.84
C: -0.67 -0.03 5.78
O: -1.50 0.50 4.75
C: -2.63 1.21 5.22
C: -3.63 1.59 4.06
N: -3.80 0.34 3.11
H: -4.40 0.61 2.34
H: -2.94 0.15 2.61
C: -4.09 -1.00 3.73
C: -3.91 -2.02 2.66
O: -4.60 -1.74 1.38
C: -4.69 -2.84 0.49
H: -1.17 -0.85 6.29
H: -0.57 0.82 6.45
H: 0.36 -0.32 5.55
H: -2.26 2.14 5.65
H: -3.33 0.69 5.87
H: -3.16 2.32 3.39
H: -4.66 1.85 4.29
H: -5.12 -0.95 4.09
H: -3.44 -1.10 4.60
H: -4.27 -2.97 3.05
H: -2.83 -2.14 2.55
H: -3.73 -3.12 0.07
H: -5.46 -2.69 -0.26
H: -5.22 -3.67 0.97
C: 0.94 -3.77 5.75
O: 0.76 -5.16 6.07
C: 1.62 -6.13 5.32
C: 1.71 -7.55 5.85
N: 0.34 -8.29 5.74
H: -0.48 -7.87 6.16
H: 0.06 -8.34 4.77
C: 0.49 -9.79 6.03
C: 0.70 -10.15 7.49
O: -0.31 -9.57 8.29
C: -0.16 -9.87 9.62
H: 1.84 -3.39 6.24
H: 0.13 -3.08 5.99
H: 0.84 -3.70 4.67
H: 2.64 -5.75 5.29
H: 1.37 -6.26 4.27
H: 2.02 -7.54 6.90
H: 2.46 -8.19 5.40
H: 1.38 -9.99 5.44
H: -0.38 -10.30 5.61
H: 1.65 -9.71 7.79
H: 0.50 -11.20 7.70
H: -0.53 -9.01 10.18
H: 0.90 -10.00 9.81
H: -0.81 -10.71 9.85

Properties
Kohn-Sham gap   3.35 eV
LUMO   -5.54 eV
Spin multiplicity   1
Total charge   +3